[1]
{
  "formula": "C24H40Br4F3N3O7P2S",
  "method": "ωB97M-V with the def2-TZVPD basis set",
  "homo_ha": -0.2802,
  "spin_multiplicity": 1,
  "gap_ev": 6.90,
  "total_charge": 0,
  "elements": ["C", "C", "Br", "C", "Br", "N", "N", "C", "C", "Br", "C", "C", "Br", "C", "C", "C", "O", "O", "C", "P", "O", "O", "O", "C", "C", "O", "O", "C", "C", "C", "C", "F", "C", "F", "F", "P", "S", "H", "H", "H", "H", "H", "H", "H", "H", "H", "H", "H", "H", "H", "H", "H", "H", "H", "H", "H", "H", "H", "H", "H", "H", "H", "C", "C", "N", "C", "C", "C", "C", "H", "H", "H", "H", "H", "H", "H", "H", "H", "H", "H", "H", "H", "H", "H"],
  "xyz": [[6.3349, 0.1345, 3.6459], [5.1708, 0.3131, 2.7053], [5.3963, -0.5918, 1.0618], [4.0642, 0.9992, 2.9765], [4.0727, 1.7214, 4.7927], [2.8279, 1.3001, 2.2089], [2.7702, 2.7689, 2.3265], [2.6859, 1.1924, 0.6905], [3.7322, 1.8694, -0.1980], [3.4711, 3.8238, -0.5170], [3.9226, 1.3242, -1.6362], [5.2439, 1.9409, -2.2051], [3.9893, -0.5857, -1.9387], [1.1540, 1.1687, 0.3004], [0.4309, 2.5475, 0.3117], [-0.0104, 3.1073, -1.0325], [0.6984, 3.3625, -1.9688], [-1.3819, 3.2911, -1.1759], [0.8685, 0.4099, -1.0090], [-0.8686, -0.0451, -1.3374], [-1.0010, -1.4983, -1.4689], [-1.2133, 0.5679, -2.7935], [-1.8767, 0.5604, -0.2446], [0.6874, 0.2940, 1.5509], [0.4301, -1.2166, 1.3541], [-0.5653, -1.6289, 2.0112], [1.1599, -1.9286, 0.6450], [1.6228, 0.5606, 2.7639], [0.6795, 1.2333, 3.8189], [-0.0663, 2.5418, 3.5296], [-0.3503, 3.3120, 4.8070], [0.3957, 3.1255, 5.9185], [-1.3062, 4.2475, 4.8486], [-2.4930, 4.0819, 4.3072], [-1.1126, 5.4256, 5.4088], [2.0085, -1.0178, 3.8031], [3.1303, -2.4022, 3.0847], [5.9818, -0.3691, 4.5470], [7.0994, -0.4852, 3.1877], [6.7365, 1.1143, 3.9070], [3.7210, 3.1210, 2.3127], [2.3501, 3.0789, 3.1957], [2.8645, 0.1201, 0.4794], [4.7009, 1.8647, 0.2989], [3.1433, 1.7635, -2.2551], [4.9968, 2.7760, -2.8614], [5.7839, 1.2152, -2.8081], [5.8848, 2.3453, -1.4204], [1.0495, 3.3270, 0.7605], [-0.4666, 2.5362, 0.9281], [-1.5906, 4.2309, -1.1337], [1.4029, -0.5387, -1.0695], [1.2089, 0.9631, -1.8882], [-1.9573, 0.0701, -3.1553], [-2.7706, 0.3331, -0.5339], [-0.3322, 0.6492, 1.6937], [-0.0767, 0.4815, 4.0546], [1.2400, 1.3398, 4.7561], [0.4129, 3.2589, 2.8671], [-1.0558, 2.3375, 3.1105], [2.4927, -0.5821, 5.0560], [0.7133, -1.5177, 4.0491], [-6.0201, -2.7797, -5.6807], [-4.7836, -3.2394, -4.9209], [-4.7805, -2.8363, -3.5283], [-3.4878, -3.0198, -2.8772], [-2.9557, -4.4463, -2.7264], [-5.9383, -3.2388, -2.7501], [-6.2660, -4.7350, -2.6672], [-6.1559, -1.7006, -5.5913], [-5.9125, -3.0193, -6.7398], [-6.9261, -3.2739, -5.3266], [-3.9131, -2.7916, -5.4081], [-4.6805, -4.3292, -5.0386], [-3.5140, -2.5549, -1.8895], [-2.7433, -2.4457, -3.4371], [-3.4796, -4.9956, -1.9454], [-1.9045, -4.4082, -2.4363], [-3.0180, -5.0127, -3.6573], [-6.8150, -2.7247, -3.1557], [-5.8375, -2.8414, -1.7369], [-6.2029, -5.2287, -3.6380], [-7.2879, -4.8650, -2.3030], [-5.6128, -5.2572, -1.9704]],
  "lowdin_charge": [-0.164, -0.732, 0.880, -0.627, 0.896, -0.125, 0.079, -0.231, -0.603, 0.840, -0.771, -0.175, 0.790, -0.269, -0.070, -0.493, 0.087, 0.058, -0.152, 0.486, -0.245, -0.122, -0.094, -0.143, -0.763, -0.041, -0.041, -0.375, -0.190, -0.103, -0.194, 0.068, -0.315, 0.158, 0.155, 0.456, 0.244, 0.076, 0.063, 0.076, 0.083, 0.066, 0.091, 0.037, 0.063, 0.066, 0.050, 0.067, 0.077, 0.101, 0.118, 0.053, 0.086, 0.077, 0.101, 0.116, 0.123, 0.058, 0.096, 0.133, -0.036, 0.021, -0.096, -0.280, -0.201, -0.260, -0.075, -0.252, -0.084, 0.077, 0.070, 0.062, 0.117, 0.100, 0.102, 0.095, 0.057, 0.075, 0.065, 0.098, 0.113, 0.066, 0.069, 0.054]
}


[2]
{
  "formula": "C5H6O",
  "method": "ωB97M-V with the def2-TZVPD basis set",
  "homo_ha": -0.3422,
  "spin_multiplicity": 1,
  "relative_energy_kj_mol": 437.9,
  "gap_ev": 10.51,
  "total_charge": 0,
  "elements": ["C", "C", "C", "C", "O", "C", "H", "H", "H", "H", "H", "H"],
  "xyz": [[1.3681, 0.1360, -0.3791], [0.4151, -0.9230, 0.0463], [0.4461, 0.3557, 0.8159], [-0.9865, 0.6855, 0.3709], [-1.0922, 0.7753, -1.0564], [-1.1213, -0.4873, -0.4508], [1.1122, 0.5950, -1.3268], [2.4364, 0.1481, -0.1377], [0.1102, -1.9291, -0.0575], [0.8334, 0.6349, 1.7931], [-1.7170, 1.2214, 0.9512], [-1.9928, -1.1413, -0.6384]],
  "nbo_charge": [-0.413, -0.282, -0.251, 0.041, -0.478, 0.042, 0.235, 0.230, 0.251, 0.228, 0.200, 0.199]
}


[3]
{
  "formula": "C30H51CuNOP3",
  "method": "ωB97M-V with the def2-TZVPD basis set",
  "homo_ha": [-0.3540, -0.3882],
  "spin_multiplicity": 2,
  "gap_ev": [7.40, 8.32],
  "total_charge": 1,
  "elements": ["Cu", "P", "P", "N", "C", "H", "H", "C", "H", "H", "C", "H", "H", "C", "H", "H", "C", "C", "H", "H", "H", "C", "C", "H", "H", "H", "C", "C", "H", "H", "H", "C", "C", "H", "H", "H", "C", "C", "H", "H", "H", "C", "H", "H", "H", "C", "H", "H", "H", "C", "H", "H", "H", "H", "H", "H", "H", "O", "H", "H", "C", "P", "C", "C", "C", "C", "C", "C", "C", "C", "C", "C", "C", "C", "H", "H", "H", "H", "H", "H", "H", "H", "H", "H", "H", "H", "H"],
  "xyz": [[-0.4373, -0.4914, -0.0075], [0.6810, -0.6475, -1.8702], [-2.5223, -0.6071, 0.6689], [-2.3677, -0.7257, -2.6090], [-0.1581, 0.4975, -3.0513], [-0.2328, 1.4737, -2.5441], [0.4949, 0.6340, -3.9287], [-1.5725, 0.0835, -3.5611], [-2.1216, 1.0225, -3.7815], [-1.4900, -0.4676, -4.5194], [-3.5143, 0.0060, -2.0244], [-4.3892, -0.6682, -2.0239], [-3.7712, 0.8803, -2.6513], [-3.2693, 0.5644, -0.6015], [-4.2307, 0.9437, -0.2029], [-2.5660, 1.4140, -0.6666], [-3.1716, 0.0636, 2.2917], [-2.5711, 1.4222, 2.6737], [-2.7000, 2.1734, 1.8828], [-1.5021, 1.3437, 2.9300], [-3.1007, 1.7806, 3.5699], [-3.6877, -2.0219, 0.3792], [-3.3388, -3.2785, 1.1810], [-3.9335, -4.1111, 0.7711], [-3.5989, -3.1637, 2.2443], [-2.2710, -3.5240, 1.1026], [0.6009, -2.1772, -2.9309], [1.4390, -3.3404, -2.3876], [1.1844, -4.2393, -2.9752], [1.2335, -3.5384, -1.3260], [2.5179, -3.1447, -2.5159], [2.4907, -0.2235, -1.7327], [3.2075, -1.1648, -0.7462], [4.0983, -0.6475, -0.3636], [3.5568, -2.0779, -1.2510], [2.5751, -1.4267, 0.1153], [-2.8825, -3.8239, -3.2846], [-5.1727, -1.6679, 0.5899], [-5.4180, -1.5925, 1.6614], [-5.4889, -0.7356, 0.1034], [-5.7789, -2.4835, 0.1653], [0.9377, -1.9897, -4.4229], [0.8080, -2.9668, -4.9163], [0.2812, -1.2823, -4.9473], [1.9840, -1.6743, -4.5594], [3.3031, -0.0825, -3.0285], [4.2004, 0.5137, -2.8001], [3.6715, -1.0504, -3.3973], [2.7757, 0.4316, -3.8426], [-3.0118, -0.9351, 3.4484], [-2.1014, -1.5461, 3.3732], [-2.9504, -0.3855, 4.3959], [-3.8743, -1.6072, 3.5336], [-4.2511, 0.2097, 2.1052], [2.4435, 0.7843, -1.2644], [-3.5138, -2.2333, -0.6953], [-0.4761, -2.4356, -2.8544], [-2.8830, -4.8069, -2.6860], [-2.7463, -1.5878, -3.1403], [-3.2541, -2.7717, -3.7026], [0.2743, 2.6966, 0.9925], [1.9694, 2.0170, 0.7713], [2.8767, 3.4805, 1.3942], [2.7675, 3.9049, 2.7308], [3.3748, 5.0958, 3.1337], [4.0914, 5.8676, 2.2119], [4.2066, 5.4459, 0.8808], [3.5910, 4.2648, 0.4646], [2.3234, 0.8363, 2.1345], [1.4257, -0.1940, 2.4748], [1.8083, -1.2079, 3.3630], [3.0774, -1.1908, 3.9529], [3.9578, -0.1516, 3.6427], [3.5987, 0.8401, 2.7313], [0.1611, 3.4536, 0.2026], [0.2176, 3.1730, 1.9727], [-0.5397, 1.9667, 0.9304], [2.2240, 3.3068, 3.4672], [3.2743, 5.4223, 4.1693], [4.5762, 6.7888, 2.5348], [4.7632, 6.0496, 0.1605], [3.6725, 3.9316, -0.5738], [0.4130, -0.2009, 2.0404], [1.1116, -2.0181, 3.5926], [3.3654, -1.9742, 4.6580], [4.9418, -0.1278, 4.1063], [4.3129, 1.6273, 2.4880]],
  "lowdin_spin": [0.000, 0.001, 0.000, 0.014, 0.000, 0.000, 0.000, 0.001, 0.000, 0.000, 0.003, 0.003, 0.000, 0.000, 0.000, 0.000, 0.000, 0.000, 0.000, 0.000, 0.000, 0.001, 0.000, 0.000, 0.000, 0.000, 0.008, 0.000, 0.000, 0.000, 0.000, 0.001, 0.000, 0.000, 0.000, 0.000, 0.555, 0.000, 0.000, 0.000, 0.000, 0.002, 0.001, 0.000, 0.000, 0.000, 0.000, 0.000, 0.000, 0.000, 0.000, 0.000, 0.000, 0.000, 0.000, 0.001, 0.010, 0.267, 0.015, 0.116, 0.000, 0.000, 0.000, 0.000, 0.000, 0.000, 0.000, 0.000, 0.000, 0.000, 0.000, 0.000, 0.000, 0.000, 0.000, 0.000, 0.000, 0.000, 0.000, 0.000, 0.000, 0.000, 0.000, 0.000, 0.000, 0.000, 0.000]
}


[4]
{
  "formula": "C8H14MoN3O11P3",
  "method": "ωB97M-V with the def2-TZVPD basis set",
  "homo_ha": [-0.3546, -0.3600],
  "spin_multiplicity": 3,
  "relative_energy_kj_mol": 167.2,
  "gap_ev": [7.21, 7.51],
  "total_charge": 0,
  "elements": ["Mo", "O", "C", "O", "C", "O", "O", "O", "P", "O", "O", "O", "P", "O", "O", "O", "H", "H", "C", "N", "C", "N", "C", "N", "C", "P", "C", "C", "H", "H", "H", "H", "H", "H", "H", "H", "H", "H", "H", "H"],
  "xyz": [[0.2479, -0.0510, 0.2559], [0.6240, -3.6667, -1.3092], [0.8196, -2.5763, -0.8902], [-0.0510, -1.5762, -0.7786], [2.2215, -2.0263, -0.3403], [3.2120, -2.6836, -0.3587], [2.0395, -0.7949, 0.0811], [0.0725, 2.4525, 3.2502], [1.2297, 1.7983, 2.3998], [2.4720, 2.5345, 2.3745], [0.5466, 1.5825, 0.9599], [1.3553, 0.2853, 2.9340], [0.2620, -0.9229, 3.1013], [-1.1310, -0.0197, 3.1412], [0.4284, -1.6561, 4.3444], [0.1935, -1.6464, 1.7584], [-0.5949, 1.8012, 3.5288], [-1.6743, -0.4164, 3.8431], [-5.0792, 0.8167, -0.5091], [-4.2960, 0.5112, -1.7030], [-4.0050, 1.7552, -2.4103], [-3.3267, 2.7430, -1.5722], [-4.1359, 3.0003, -0.3850], [-4.4290, 1.7854, 0.3729], [-3.2478, 1.2406, 1.0083], [-1.9724, 0.7242, -0.2645], [-3.0935, -0.2414, -1.3911], [-1.9800, 2.3326, -1.2340], [-5.2686, -0.1048, 0.0437], [-6.0349, 1.2359, -0.8273], [-4.9511, 2.1857, -2.7422], [-3.3891, 1.5415, -3.2850], [-5.0819, 3.4411, -0.7027], [-3.6162, 3.7118, 0.2586], [-3.5141, 0.3686, 1.6072], [-2.7959, 1.9886, 1.6626], [-3.3603, -1.1866, -0.9146], [-2.5473, -0.4778, -2.3063], [-1.3973, 2.1960, -2.1480], [-1.4910, 3.0984, -0.6278]],
  "nbo_charge": [1.626, -0.495, 0.687, -0.700, 0.683, -0.497, -0.683, -0.991, 2.565, -1.030, -0.974, -1.088, 2.535, -1.056, -1.060, -1.024, 0.527, 0.527, -0.074, -0.448, -0.073, -0.446, -0.073, -0.449, -0.468, 0.773, -0.485, -0.483, 0.205, 0.210, 0.210, 0.205, 0.210, 0.205, 0.236, 0.236, 0.244, 0.242, 0.231, 0.240]
}


[5]
{
  "formula": "C2H2F2O2",
  "method": "ωB97M-V with the def2-TZVPD basis set",
  "homo_ha": [-0.2577, -0.4382],
  "spin_multiplicity": 3,
  "relative_energy_kj_mol": 155.4,
  "gap_ev": [7.81, 9.68],
  "total_charge": 0,
  "elements": ["C", "C", "O", "O", "F", "F", "H", "H"],
  "xyz": [[-1.9327, -0.2307, -0.2210], [1.4167, -0.4413, 0.1632], [-2.7742, -0.5300, 0.5406], [1.5799, 0.4693, 0.9498], [-1.3437, 1.0235, -0.3316], [2.4094, -0.3866, -0.8116], [-1.7213, -0.9114, -1.1904], [2.3659, 1.0071, 0.9008]],
  "nbo_charge": [0.722, 0.605, -0.501, -0.736, -0.354, -0.388, 0.127, 0.526]
}